Entry 1:
Below is a cluster of 13 separate species, C60H68F3N7O32S3 in total in a non-equilibrium geometry, with properties calculated with wB97M-V/def2-TZVPD.

Calculated values
**E_HOMO**: -9.895 eV
**LUMO energy**: -0.843 eV
**Frontier orbital gap**: 9.052 eV
**Electronic energy**: -179904.45450 eV

Element x y z (Å)
1 C -8.10 1.98 -2.50
2 C -8.86 0.86 -2.61
3 C -10.14 1.02 -3.04
4 C -10.77 2.18 -2.88
5 C -10.09 3.35 -2.62
6 C -8.69 3.23 -2.58
7 N -12.22 2.31 -2.90
8 O -12.81 3.36 -3.14
9 O -12.80 1.33 -2.51
10 H -7.04 1.83 -2.35
11 H -8.45 -0.14 -2.51
12 H -10.71 0.13 -3.30
13 H -10.46 4.36 -2.48
14 H -8.01 4.07 -2.49
15 C 8.21 0.90 1.05
16 C 7.81 0.89 2.42
17 C 8.69 1.52 3.29
18 C 9.66 2.40 2.85
19 C 10.00 2.44 1.51
20 C 9.26 1.72 0.60
21 N 10.44 3.27 3.83
22 O 10.40 3.06 5.04
23 O 10.99 4.23 3.35
24 H 7.65 0.27 0.38
25 H 7.00 0.25 2.74
26 H 8.46 1.42 4.34
27 H 10.85 3.00 1.15
28 H 9.59 1.75 -0.43
29 C -4.07 6.85 5.83
30 C -4.73 6.55 4.63
31 C -4.61 5.28 4.08
32 C -3.69 4.34 4.52
33 C -2.82 4.76 5.60
34 C -3.05 5.96 6.31
35 N -3.57 3.00 3.94
36 O -2.93 2.19 4.58
37 O -4.26 2.74 2.97
38 H -4.06 7.80 6.34
39 H -5.37 7.33 4.25
40 H -5.16 4.94 3.21
41 H -2.00 4.12 5.88
42 H -2.35 6.30 7.06
43 C -1.59 5.70 -2.84
44 C -1.32 7.03 -2.85
45 C -0.73 7.70 -1.82
46 C -0.34 6.96 -0.63
47 C -0.68 5.61 -0.55
48 C -1.29 4.99 -1.68
49 N 0.32 7.65 0.47
50 O 0.34 7.12 1.57
51 O 0.76 8.81 0.25
52 H -1.97 5.20 -3.72
53 H -1.64 7.60 -3.71
54 H -0.47 8.74 -1.93
55 H -0.44 4.90 0.23
56 H -1.58 3.95 -1.73
57 C 5.28 -8.22 8.53
58 C 6.60 -7.97 8.20
59 C 6.91 -7.03 7.23
60 C 5.90 -6.24 6.67
61 C 4.63 -6.41 7.14
62 C 4.32 -7.33 8.14
63 N 6.17 -5.27 5.66
64 O 7.28 -5.27 5.23
65 O 5.17 -4.51 5.39
66 H 5.12 -8.96 9.30
67 H 7.42 -8.55 8.58
68 H 7.97 -7.02 7.03
69 H 3.81 -5.86 6.70
70 H 3.31 -7.35 8.50
71 C -4.91 -3.04 -5.63
72 C -6.01 -3.71 -6.09
73 C -7.02 -3.06 -6.92
74 C -6.97 -1.66 -7.18
75 C -5.79 -0.98 -6.70
76 C -4.76 -1.68 -6.00
77 N -7.96 -0.99 -8.05
78 O -7.78 0.17 -8.38
79 O -8.99 -1.57 -8.43
80 H -4.09 -3.40 -5.01
81 H -6.22 -4.72 -5.79
82 H -7.78 -3.74 -7.29
83 H -5.66 0.09 -6.77
84 H -3.95 -1.12 -5.54
85 C 5.65 5.38 6.59
86 C 4.57 5.06 5.76
87 C 3.80 3.95 6.08
88 C 4.08 3.08 7.13
89 C 5.30 3.28 7.77
90 C 6.04 4.47 7.55
91 N 3.30 1.87 7.43
92 O 3.63 1.23 8.37
93 O 2.34 1.56 6.69
94 H 6.18 6.31 6.50
95 H 4.18 5.72 4.99
96 H 3.00 3.79 5.38
97 H 5.64 2.54 8.47
98 H 6.90 4.65 8.18
99 O 0.40 -2.66 -7.53
100 S 0.93 -3.99 -7.23
101 O 2.29 -4.34 -7.57
102 O 0.75 -4.24 -5.56
103 C 1.47 -5.27 -4.92
104 C 1.70 -4.89 -3.44
105 C -0.33 -5.22 -7.74
106 H 2.46 -5.28 -5.38
107 H 1.12 -6.30 -5.00
108 H 2.67 -5.26 -3.12
109 H 0.98 -5.53 -2.92
110 H 1.36 -3.88 -3.23
111 H -0.20 -5.45 -8.80
112 H -1.33 -4.78 -7.75
113 H -0.30 -6.18 -7.23
114 O -8.48 -5.80 1.58
115 S -8.33 -4.48 0.97
116 O -9.15 -3.94 -0.08
117 O -8.36 -3.34 2.14
118 C -8.22 -2.00 1.80
119 C -9.62 -1.36 1.79
120 C -6.55 -4.25 0.49
121 H -7.66 -1.81 0.88
122 H -7.60 -1.55 2.58
123 H -10.16 -1.88 0.99
124 H -9.61 -0.30 1.56
125 H -10.20 -1.50 2.70
126 H -6.40 -3.42 -0.21
127 H -6.28 -5.05 -0.20
128 H -5.98 -4.03 1.39
129 O 6.73 -0.32 -6.12
130 S 5.56 0.46 -6.61
131 O 5.72 1.92 -6.66
132 O 5.28 -0.10 -8.17
133 C 4.50 0.64 -9.09
134 C 4.71 -0.04 -10.46
135 C 4.09 -0.01 -5.62
136 H 4.85 1.67 -9.07
137 H 3.46 0.71 -8.76
138 H 4.01 0.36 -11.19
139 H 4.66 -1.13 -10.46
140 H 5.71 0.14 -10.87
141 H 4.04 -1.09 -5.55
142 H 3.14 0.35 -6.02
143 H 4.23 0.56 -4.70
144 C 0.76 -1.87 1.93
145 C 1.47 -0.74 1.17
146 O 0.45 -0.23 0.40
147 C -0.58 -1.16 0.26
148 O -1.55 -1.06 -0.53
149 O -0.28 -2.24 1.05
150 F 2.36 -1.23 0.38
151 H 0.29 -1.55 2.86
152 H 1.46 -2.68 2.10
153 H 1.91 0.04 1.80
154 C 6.30 5.81 -2.11
155 C 6.01 7.04 -1.18
156 O 5.06 6.49 -0.25
157 C 4.98 5.08 -0.39
158 O 4.34 4.38 0.40
159 O 5.64 4.72 -1.50
160 F 5.36 8.06 -1.80
161 H 7.37 5.67 -2.25
162 H 5.88 6.03 -3.09
163 H 6.85 7.44 -0.62
164 C -0.89 -9.13 4.41
165 C -1.05 -8.51 3.03
166 O -0.49 -7.17 3.28
167 C -0.74 -6.90 4.57
168 O -0.56 -5.82 5.15
169 O -1.04 -8.06 5.24
170 F -2.34 -8.50 2.62
171 H 0.06 -9.65 4.57
172 H -1.68 -9.80 4.72
173 H -0.52 -9.16 2.34

---

Entry 2:
Below is a structure of composition CaH20NO13 in a non-equilibrium geometry, with properties calculated with wB97M-V/def2-TZVPD.

Calculated values
**E_HOMO**: -12.755 eV
**Energy above the lowest of the compared OMol25 structures with the same formula, charge and spin**: 26.9 kcal/mol
**LUMO energy**: -6.008 eV
**Frontier orbital gap**: 6.747 eV
**Electronic energy**: -46862.91573 eV
**Charge**: +1

Element x y z (Å)
1 Ca 2.74 0.79 -2.72
2 N 0.33 -0.07 -0.05
3 O 1.35 0.17 -0.78
4 O 0.52 -0.30 1.14
5 O -0.79 -0.05 -0.57
6 O -1.99 2.52 -0.43
7 H -2.09 1.57 -0.55
8 H -1.32 2.59 0.27
9 O 2.17 0.90 3.72
10 H 2.39 1.10 2.80
11 H 2.73 0.15 3.95
12 O -0.80 -2.40 -2.69
13 H -0.64 -1.84 -1.92
14 H -0.10 -3.06 -2.71
15 O -0.85 -2.36 2.67
16 H -0.47 -1.60 2.22
17 H -1.14 -2.96 1.98
18 O -0.27 2.63 1.97
19 H -0.18 2.81 2.91
20 H 0.11 1.75 1.86
21 O 3.13 -1.94 0.60
22 H 2.67 -2.74 0.91
23 H 2.57 -1.21 0.92
24 O -3.54 0.88 1.99
25 H -3.70 1.74 2.37
26 H -2.66 0.94 1.60
27 O -3.27 -0.20 -2.34
28 H -2.45 0.31 -2.34
29 H -3.95 0.44 -2.12
30 O 3.26 -1.48 -2.10
31 H 2.75 -2.26 -2.34
32 H 3.52 -1.64 -1.15
33 O 0.34 1.42 -3.05
34 H -0.19 1.74 -3.79
35 H -0.18 1.63 -2.24

---

Entry 3:
Below is the molecule C2H5B in a non-equilibrium geometry, with properties calculated with wB97M-V/def2-TZVPD.

Calculated values
**E_HOMO**: -10.432 eV
**Energy above the lowest of the compared OMol25 structures with the same formula, charge and spin**: 13.7 kcal/mol
**LUMO energy**: 0.001 eV
**Structure (SMILES)**: BC=C
**Frontier orbital gap**: 10.433 eV
**Electronic energy**: -2829.18190 eV

Element x y z (Å)
1 B 0.24 -0.83 0.92
2 C -0.21 -0.40 -0.52
3 C -0.13 0.95 -0.65
4 H 0.36 -2.02 1.19
5 H 0.50 -0.03 1.66
6 H -0.85 -0.96 -1.19
7 H -0.48 1.74 -1.44
8 H 0.56 1.54 0.02

---

Entry 4:
Below is a cluster of 2 separate species, C2H3NO in total in a non-equilibrium geometry, with properties calculated with wB97M-V/def2-TZVPD.

Calculated values
**E_HOMO (alpha / beta)**: -8.394 / -8.377 eV
**Energy above the lowest of the compared OMol25 structures with the same formula, charge and spin**: 170.7 kcal/mol
**LUMO energy (alpha / beta)**: -3.848 / -3.846 eV
**Frontier orbital gap (alpha / beta)**: 4.546 / 4.531 eV
**Electronic energy**: -5652.50327 eV

Element x y z (Å)
1 C -2.40 0.14 -0.31
2 C -1.33 -0.35 0.19
3 N 2.08 0.40 -0.01
4 O -0.26 -0.80 0.58
5 H -3.22 0.31 -0.98
6 H 2.71 -0.26 -0.42
7 H 2.42 0.55 0.94